Record 1
{"formula": "C38H55BF2N11PSSc", "method": "the ωB97M-V functional and the def2-TZVPD basis", "homo_lumo_gap_ev": 6.043, "relative_energy_kcal_mol": 32.48, "charge": -1, "lumo_ev": 1.899, "symbols": ["Sc", "N", "C", "C", "N", "H", "H", "H", "H", "H", "H", "H", "H", "S", "C", "N", "N", "C", "C", "C", "C", "C", "C", "N", "N", "C", "C", "C", "C", "C", "C", "H", "H", "H", "H", "H", "H", "H", "H", "H", "H", "H", "C", "C", "C", "C", "C", "C", "C", "C", "N", "H", "H", "H", "H", "H", "H", "N", "P", "N", "C", "C", "C", "C", "C", "N", "C", "C", "C", "C", "C", "N", "C", "C", "C", "C", "C", "H", "H", "H", "H", "H", "H", "H", "H", "H", "H", "H", "H", "H", "H", "H", "H", "H", "H", "H", "H", "H", "H", "H", "H", "H", "H", "H", "H", "H", "H", "F", "B", "F"], "xyz": [[-0.699, 0.439, -0.531], [0.523, -1.637, -0.791], [1.910, -1.589, -0.338], [1.957, -0.932, 1.025], [1.388, 0.410, 0.901], [0.031, -2.449, -0.432], [0.471, -1.703, -1.803], [2.463, -0.971, -1.049], [2.389, -2.574, -0.310], [2.980, -0.935, 1.420], [1.327, -1.487, 1.723], [2.030, 1.035, 0.426], [1.157, 0.796, 1.808], [-1.524, -0.709, 1.740], [-1.899, 0.707, 2.672], [-2.632, 0.743, 3.738], [-3.178, -0.422, 4.113], [-4.047, -0.483, 5.183], [-4.657, -1.705, 5.486], [-5.520, -1.806, 6.562], [-5.797, -0.700, 7.356], [-5.193, 0.511, 7.049], [-4.325, 0.633, 5.976], [-1.408, 2.005, 2.385], [-0.821, 2.155, 1.299], [-0.341, 3.501, 1.123], [-0.178, 4.372, 2.199], [0.270, 5.661, 1.964], [0.540, 6.086, 0.669], [0.386, 5.208, -0.393], [-0.039, 3.907, -0.168], [-3.062, -1.216, 3.491], [-4.448, -2.572, 4.870], [-5.983, -2.761, 6.779], [-6.472, -0.781, 8.198], [-5.401, 1.386, 7.654], [-3.860, 1.578, 5.735], [-0.413, 4.032, 3.197], [0.401, 6.341, 2.796], [0.874, 7.102, 0.492], [0.588, 5.530, -1.407], [-0.147, 3.205, -0.982], [-2.315, -0.954, -1.774], [-1.935, -2.253, -2.174], [-2.059, -3.379, -1.306], [-1.549, -4.612, -1.630], [-0.897, -4.826, -2.856], [-0.817, -3.753, -3.757], [-1.327, -2.520, -3.434], [-0.352, -6.098, -3.185], [0.090, -7.131, -3.452], [-3.047, -0.897, -0.973], [-2.497, -0.240, -2.576], [-2.558, -3.240, -0.352], [-1.651, -5.436, -0.934], [-0.347, -3.907, -4.723], [-1.263, -1.709, -4.151], [0.594, 1.089, -1.961], [1.233, 1.744, -3.187], [2.058, 0.728, -4.266], [3.409, 0.332, -3.863], [3.936, -0.786, -4.771], [3.346, -0.637, -6.168], [1.832, -0.880, -6.098], [1.286, -0.417, -4.743], [0.184, 2.507, -4.244], [0.321, 2.673, -5.680], [-0.891, 2.061, -6.412], [-2.113, 2.031, -5.488], [-2.121, 3.291, -4.632], [-0.926, 3.263, -3.672], [2.397, 2.895, -2.801], [3.065, 2.913, -1.506], [3.645, 4.293, -1.230], [4.673, 4.722, -2.291], [4.461, 3.968, -3.606], [2.983, 3.707, -3.867], [3.434, 0.002, -2.814], [4.061, 1.203, -3.943], [3.658, -1.764, -4.368], [5.027, -0.756, -4.783], [3.817, -1.322, -6.875], [3.543, 0.377, -6.529], [1.616, -1.946, -6.218], [1.323, -0.360, -6.913], [1.325, -1.234, -4.009], [0.237, -0.134, -4.812], [1.249, 2.209, -6.009], [0.397, 3.743, -5.918], [-0.655, 1.054, -6.766], [-1.114, 2.659, -7.302], [-2.068, 1.159, -4.828], [-3.032, 1.940, -6.070], [-3.039, 3.381, -4.049], [-2.072, 4.168, -5.287], [-1.220, 2.765, -2.751], [-0.617, 4.289, -3.418], [3.858, 2.149, -1.442], [2.316, 2.669, -0.752], [4.086, 4.306, -0.232], [2.815, 5.000, -1.207], [5.692, 4.554, -1.935], [4.582, 5.798, -2.464], [4.979, 3.007, -3.567], [4.895, 4.519, -4.443], [2.867, 3.183, -4.819], [2.450, 4.665, -3.967], [-4.031, 1.392, -0.845], [-2.760, 1.867, -0.817], [-2.821, 3.233, -0.944]], "forces_ev_per_angstrom": [[0.27, -0.24, -0.06], [-0.03, 0.01, -0.04], [0.05, -0.02, -0.04], [0.00, 0.00, 0.06], [-0.04, 0.00, -0.01], [0.03, -0.01, 0.03], [0.01, -0.01, 0.00], [0.01, 0.02, -0.02], [-0.03, -0.01, 0.02], [0.01, 0.01, -0.03], [0.00, -0.01, -0.01], [-0.03, 0.00, -0.01], [0.05, 0.00, 0.02], [-0.14, -0.06, 0.06], [0.08, 0.23, 0.02], [-0.04, -0.11, 0.01], [0.09, 0.11, -0.10], [-0.06, -0.02, 0.07], [0.01, 0.03, -0.01], [-0.01, 0.00, 0.01], [0.00, -0.02, 0.00], [0.02, 0.04, -0.01], [-0.02, -0.04, 0.01], [-0.10, -0.25, 0.11], [-0.04, 0.04, 0.01], [0.01, -0.04, -0.01], [0.03, 0.06, -0.08], [-0.02, -0.03, 0.04], [0.02, 0.05, -0.02], [-0.07, -0.02, 0.00], [0.03, 0.06, 0.10], [0.02, 0.01, 0.00], [0.01, 0.01, -0.01], [0.00, 0.00, 0.01], [0.00, 0.00, 0.00], [0.00, -0.01, 0.00], [0.01, 0.00, -0.01], [-0.01, -0.01, 0.01], [0.00, 0.00, -0.01], [0.00, 0.00, 0.00], [-0.01, 0.01, 0.00], [-0.01, 0.00, -0.02], [-0.05, 0.07, -0.01], [0.01, -0.10, -0.01], [0.03, 0.00, 0.00], [0.00, 0.02, -0.02], [-0.03, 0.08, 0.03], [-0.01, -0.01, 0.02], [-0.01, 0.03, 0.00], [0.02, -0.11, -0.03], [0.01, 0.02, 0.00], [-0.05, 0.00, -0.04], [-0.01, -0.05, -0.02], [0.00, 0.02, 0.01], [0.01, -0.01, -0.01], [0.00, -0.01, 0.00], [0.00, -0.01, 0.01], [0.05, 0.31, -0.02], [-0.22, -0.14, 0.16], [0.00, 0.02, -0.03], [0.03, 0.00, 0.03], [0.01, -0.03, 0.02], [0.00, 0.02, -0.03], [-0.02, -0.07, -0.01], [-0.02, 0.04, 0.03], [0.08, -0.07, -0.10], [0.05, 0.00, 0.02], [0.02, -0.03, 0.00], [-0.03, 0.00, 0.00], [-0.03, 0.03, -0.01], [0.02, 0.00, 0.01], [0.04, -0.01, -0.11], [-0.04, -0.05, -0.03], [-0.02, 0.02, 0.03], [0.02, 0.04, 0.02], [0.01, -0.03, 0.00], [0.00, 0.02, 0.01], [0.02, -0.01, 0.01], [-0.02, -0.03, 0.00], [-0.01, 0.00, -0.01], [0.00, 0.02, -0.02], [0.00, -0.02, 0.02], [0.00, 0.00, 0.00], [0.00, 0.01, -0.01], [0.02, 0.03, 0.01], [0.00, -0.01, -0.02], [-0.03, 0.04, -0.02], [-0.03, -0.02, -0.01], [-0.02, 0.01, 0.00], [0.00, -0.03, 0.04], [0.01, 0.02, 0.01], [0.02, 0.00, 0.00], [0.00, 0.01, -0.01], [0.01, -0.02, 0.00], [0.00, 0.00, 0.00], [-0.02, 0.01, 0.03], [-0.01, -0.01, 0.00], [0.02, 0.02, 0.00], [0.03, 0.01, -0.01], [0.01, 0.00, 0.01], [0.03, -0.02, -0.02], [-0.01, -0.02, 0.01], [0.00, 0.00, -0.01], [0.01, 0.03, 0.02], [-0.02, 0.01, -0.01], [0.01, 0.03, 0.01], [0.01, 0.01, 0.00], [0.02, -0.04, 0.02], [-0.04, 0.17, -0.02], [-0.02, 0.01, -0.02]]}


Record 2
{"formula": "C38H55Cl10F21O14", "method": "the ωB97M-V functional and the def2-TZVPD basis", "homo_lumo_gap_ev": 10.827, "relative_energy_kcal_mol": 0.00, "charge": 0, "smiles": "CCOC(=O)C(F)(F)F.CCOC(=O)C(F)(F)F.CCOC(=O)C(F)(F)F.CCOC(=O)C(F)(F)F.CCOC(=O)C(F)(F)F.CCOC(=O)C(F)(F)F.CCOC(=O)C(F)(F)F.ClCCCl.ClCCCl.ClCCCl.ClCCCl.ClCCCl", "lumo_ev": 0.263, "symbols": ["C", "C", "O", "C", "O", "C", "F", "F", "F", "H", "H", "H", "H", "H", "C", "C", "O", "C", "O", "C", "F", "F", "F", "H", "H", "H", "H", "H", "C", "C", "O", "C", "O", "C", "F", "F", "F", "H", "H", "H", "H", "H", "C", "C", "O", "C", "O", "C", "F", "F", "F", "H", "H", "H", "H", "H", "C", "C", "O", "C", "O", "C", "F", "F", "F", "H", "H", "H", "H", "H", "C", "C", "O", "C", "O", "C", "F", "F", "F", "H", "H", "H", "H", "H", "C", "C", "O", "C", "O", "C", "F", "F", "F", "H", "H", "H", "H", "H", "Cl", "C", "C", "Cl", "H", "H", "H", "H", "Cl", "C", "C", "Cl", "H", "H", "H", "H", "Cl", "C", "C", "Cl", "H", "H", "H", "H", "Cl", "C", "C", "Cl", "H", "H", "H", "H", "Cl", "C", "C", "Cl", "H", "H", "H", "H"], "xyz": [[-20.570, -15.336, 14.566], [-20.549, -14.504, 13.289], [-21.768, -13.810, 13.081], [-21.868, -12.590, 13.573], [-21.036, -12.015, 14.203], [-23.264, -11.995, 13.270], [-23.119, -11.004, 12.385], [-24.110, -12.892, 12.777], [-23.775, -11.495, 14.395], [-19.638, -15.890, 14.647], [-21.395, -16.049, 14.548], [-20.705, -14.668, 15.417], [-20.346, -15.150, 12.434], [-19.700, -13.814, 13.332], [-23.086, -3.629, 9.195], [-23.715, -3.671, 10.582], [-24.292, -2.394, 10.926], [-25.534, -2.199, 10.547], [-26.203, -2.951, 9.894], [-26.108, -0.860, 11.047], [-26.680, -0.219, 10.030], [-27.064, -1.114, 11.949], [-25.190, -0.068, 11.593], [-22.501, -2.733, 8.993], [-23.903, -3.688, 8.472], [-22.411, -4.475, 9.088], [-22.944, -3.858, 11.324], [-24.487, -4.435, 10.644], [-16.412, -3.967, 5.043], [-17.625, -4.191, 5.925], [-17.379, -5.299, 6.816], [-18.003, -5.284, 7.970], [-18.739, -4.453, 8.405], [-17.712, -6.602, 8.741], [-16.834, -6.378, 9.735], [-18.846, -7.066, 9.274], [-17.186, -7.549, 7.970], [-15.678, -3.337, 5.539], [-16.760, -3.494, 4.127], [-15.955, -4.927, 4.804], [-18.523, -4.436, 5.357], [-17.869, -3.293, 6.492], [-22.933, -11.846, 4.922], [-23.011, -13.090, 5.799], [-22.361, -14.167, 5.099], [-21.101, -14.397, 5.387], [-20.397, -13.742, 6.097], [-20.573, -15.657, 4.673], [-19.820, -15.294, 3.620], [-19.807, -16.353, 5.512], [-21.547, -16.445, 4.233], [-23.279, -12.037, 3.910], [-21.864, -11.610, 4.850], [-23.376, -10.969, 5.388], [-24.053, -13.378, 5.918], [-22.525, -12.930, 6.759], [-24.739, -14.044, 9.818], [-26.153, -13.714, 9.356], [-26.473, -12.373, 9.730], [-26.771, -12.130, 10.987], [-26.874, -12.938, 11.862], [-26.945, -10.622, 11.266], [-26.281, -9.863, 10.371], [-28.237, -10.300, 11.214], [-26.478, -10.325, 12.473], [-24.658, -14.005, 10.906], [-24.026, -13.369, 9.342], [-24.446, -15.065, 9.564], [-26.842, -14.446, 9.773], [-26.169, -13.700, 8.274], [-20.538, -5.498, 11.682], [-20.906, -6.122, 13.011], [-22.332, -6.101, 13.218], [-22.998, -7.215, 12.970], [-22.546, -8.227, 12.523], [-24.506, -7.080, 13.284], [-25.236, -7.407, 12.209], [-24.805, -7.945, 14.258], [-24.846, -5.852, 13.652], [-21.009, -5.991, 10.834], [-19.454, -5.527, 11.563], [-20.800, -4.439, 11.665], [-20.471, -5.529, 13.813], [-20.533, -7.140, 13.094], [-19.657, -10.318, 7.205], [-19.557, -9.085, 6.321], [-18.327, -9.203, 5.579], [-18.072, -8.218, 4.756], [-18.716, -7.216, 4.616], [-16.756, -8.379, 3.982], [-16.976, -8.376, 2.669], [-15.956, -7.342, 4.277], [-16.113, -9.501, 4.300], [-19.425, -11.204, 6.616], [-20.663, -10.401, 7.619], [-18.969, -10.184, 8.037], [-19.488, -8.200, 6.952], [-20.406, -9.020, 5.645], [-20.850, -12.969, 9.586], [-19.109, -12.854, 9.936], [-18.827, -11.928, 11.088], [-19.306, -10.234, 10.725], [-18.618, -12.582, 9.008], [-18.796, -13.853, 10.242], [-17.756, -11.891, 11.277], [-19.365, -12.204, 11.989], [-26.680, -12.015, 5.965], [-26.791, -10.569, 7.005], [-28.212, -10.106, 7.183], [-29.236, -11.344, 7.945], [-26.183, -9.828, 6.487], [-26.331, -10.730, 7.972], [-28.637, -9.840, 6.217], [-28.251, -9.210, 7.801], [-21.457, -5.992, 6.766], [-22.927, -5.867, 5.731], [-23.452, -7.260, 5.442], [-22.390, -8.013, 4.216], [-22.668, -5.342, 4.818], [-23.623, -5.289, 6.336], [-24.452, -7.236, 5.016], [-23.439, -7.840, 6.362], [-23.558, -10.438, 8.232], [-22.836, -9.642, 9.659], [-22.308, -8.291, 9.275], [-23.627, -7.087, 9.235], [-22.062, -10.316, 10.020], [-23.605, -9.558, 10.422], [-21.806, -8.309, 8.309], [-21.573, -7.915, 9.984], [-27.619, -6.260, 6.796], [-27.157, -5.460, 8.336], [-27.154, -6.426, 9.485], [-28.762, -7.164, 9.804], [-27.873, -4.663, 8.513], [-26.176, -5.022, 8.175], [-26.989, -5.842, 10.392], [-26.460, -7.256, 9.423]], "forces_ev_per_angstrom": [[-0.43, 0.36, -0.26], [1.39, -0.66, 0.34], [-0.38, -0.26, -0.55], [-0.18, -0.41, 0.22], [0.18, 0.47, 0.06], [0.33, 0.10, 0.20], [-0.14, -0.03, -0.05], [-0.01, 0.11, 0.09], [-0.06, 0.04, -0.08], [0.05, 0.07, 0.12], [0.00, 0.00, -0.02], [0.14, -0.16, 0.13], [-0.57, 0.12, -0.16], [-0.31, 0.17, 0.10], [-0.48, -0.13, 0.12], [0.76, 0.02, -0.43], [0.01, 0.24, 0.39], [0.08, -0.34, -0.24], [-0.17, 0.05, 0.03], [-0.19, -0.03, -0.01], [0.05, 0.14, -0.14], [0.15, 0.03, 0.13], [-0.07, -0.03, 0.03], [-0.09, 0.14, 0.28], [0.26, -0.05, -0.26], [-0.14, -0.11, -0.16], [-0.19, 0.12, 0.24], [0.01, -0.05, 0.05], [-0.31, -0.36, 0.23], [-0.31, 0.57, -0.28], [0.28, 0.11, 0.06], [-0.10, -0.58, -0.22], [-0.14, 0.22, 0.30], [0.44, 0.25, 0.16], [-0.27, 0.11, 0.00], [-0.06, -0.07, 0.05], [-0.13, -0.16, -0.15], [0.06, 0.03, -0.05], [0.21, 0.08, -0.07], [-0.01, 0.08, -0.15], [0.13, -0.24, -0.08], [0.10, -0.14, 0.21], [1.36, -0.14, 0.39], [-0.50, 0.91, -0.44], [-0.31, -0.60, -0.04], [-0.03, 0.21, 0.08], [0.29, 0.05, 0.16], [0.18, 0.09, -0.20], [-0.09, -0.02, 0.14], [0.03, -0.04, 0.01], [-0.08, -0.12, -0.04], [-0.38, 0.09, 0.08], [-0.08, 0.12, -0.16], [-0.41, -0.12, -0.11], [0.11, -0.31, 0.14], [-0.04, -0.06, 0.03], [0.09, -0.20, 0.18], [1.08, -0.77, 0.08], [-0.22, 0.69, -0.18], [0.31, -0.41, 0.25], [-0.21, 0.00, 0.13], [-0.02, 0.06, -0.23], [-0.11, -0.04, 0.06], [0.00, 0.06, 0.00], [0.02, 0.00, 0.06], [0.01, 0.25, -0.19], [0.04, 0.07, 0.18], [-0.23, 0.02, -0.28], [-0.35, 0.29, -0.05], [-0.38, -0.06, -0.12], [0.06, 0.28, 0.13], [0.56, 0.03, -0.24], [-0.31, 0.17, 0.33], [0.27, 0.23, -0.49], [-0.07, -0.22, -0.04], [0.03, -0.34, -0.07], [0.14, 0.03, 0.01], [-0.08, 0.19, 0.06], [-0.09, 0.09, 0.15], [0.01, -0.07, -0.02], [-0.01, -0.18, -0.08], [-0.14, -0.05, -0.02], [-0.22, -0.03, 0.13], [-0.15, -0.06, -0.03], [0.21, 0.54, -0.23], [-0.30, -0.53, 0.75], [0.14, -0.39, -0.24], [-0.11, 0.75, 0.13], [-0.13, 0.03, -0.14], [0.24, -0.23, 0.24], [-0.07, 0.04, -0.09], [-0.02, -0.09, -0.08], [0.09, -0.04, -0.05], [-0.07, -0.15, 0.18], [-0.04, -0.08, -0.08], [0.10, -0.36, -0.05], [-0.17, 0.20, -0.28], [0.19, 0.24, -0.14], [-0.24, 0.02, 0.04], [-0.12, -0.36, 0.22], [0.03, 0.56, -0.26], [0.04, -0.02, 0.17], [0.10, 0.13, 0.06], [0.07, -0.01, -0.16], [0.01, -0.11, 0.08], [0.02, -0.06, -0.01], [0.07, -0.19, 0.13], [0.16, 0.41, 0.11], [-0.01, 0.36, -0.50], [-0.05, 0.02, 0.04], [-0.25, 0.25, 0.05], [0.08, -0.50, -0.03], [-0.19, -0.19, 0.04], [0.11, -0.07, 0.15], [0.13, 0.22, -0.34], [-0.04, -0.27, 0.48], [0.22, 0.47, -0.04], [-0.13, -0.27, 0.02], [0.07, 0.10, 0.04], [-0.17, -0.04, -0.15], [-0.04, 0.08, 0.07], [-0.06, -0.24, -0.14], [-0.16, -0.13, -0.15], [-0.09, -0.12, 0.25], [0.53, 0.06, 0.12], [-0.08, 0.03, -0.12], [0.16, 0.17, -0.06], [0.00, -0.03, -0.05], [-0.23, 0.08, -0.13], [-0.14, -0.17, 0.25], [0.12, -0.01, -0.05], [-0.25, -0.28, -0.31], [-0.45, 0.19, 0.76], [-0.01, 0.02, -0.26], [0.00, 0.01, -0.05], [0.08, -0.03, 0.14], [0.41, -0.08, -0.04], [0.18, 0.12, -0.20]]}